[1]
ORCA calculation (ωB97M-V/def2-TZVPD) on a molecular structure, C41H45IN3P2Pd.

Positions of all 93 atoms, in Å:
Pd: 0.312 0.195 -0.346
I: 0.050 3.059 -1.242
C: -1.412 4.274 -0.290
C: -1.469 5.517 -0.863
C: -2.343 6.504 -0.388
C: -3.146 6.212 0.669
C: -3.115 4.938 1.279
C: -3.975 4.729 2.379
C: -3.996 3.537 3.031
C: -3.151 2.512 2.591
C: -2.290 2.644 1.518
P: -1.238 1.126 1.295
C: -0.162 1.315 2.775
C: -0.058 2.490 3.514
C: 0.801 2.564 4.603
C: 1.550 1.463 4.982
C: 1.467 0.290 4.244
C: 0.642 0.229 3.134
C: -2.453 -0.178 1.749
C: -3.587 -0.254 0.934
C: -4.519 -1.265 1.100
C: -4.311 -2.248 2.061
C: -3.187 -2.186 2.870
C: -2.269 -1.152 2.725
C: -2.234 3.898 0.816
H: -0.827 5.749 -1.701
H: -2.361 7.477 -0.860
H: -3.828 6.952 1.068
H: -4.610 5.547 2.691
H: -4.641 3.375 3.884
H: -3.168 1.580 3.138
H: -0.632 3.364 3.238
H: 0.872 3.489 5.162
H: 2.209 1.524 5.838
H: 2.056 -0.574 4.528
H: 0.625 -0.656 2.510
H: -3.750 0.515 0.184
H: -5.417 -1.280 0.494
H: -5.031 -3.046 2.189
H: -3.033 -2.932 3.640
H: -1.429 -1.094 3.403
N: -2.642 -3.190 -0.948
C: -2.221 -3.705 -2.264
C: -0.810 -4.330 -2.185
C: 0.301 -3.277 -2.005
N: 0.139 -2.556 -0.712
C: 0.254 -2.293 -3.174
C: -1.096 -1.569 -3.291
N: -1.202 -0.533 -2.231
C: -2.246 -2.594 -3.320
H: -2.855 -3.952 -0.312
H: -3.480 -2.624 -1.016
H: -0.891 -2.556 -0.486
H: -2.924 -4.478 -2.592
H: -0.622 -4.851 -3.125
H: -0.775 -5.077 -1.388
H: 1.282 -3.756 -1.995
H: 0.407 -1.448 -0.739
H: 0.682 -2.988 0.028
H: 0.439 -2.849 -4.096
H: 1.056 -1.562 -3.068
H: -1.118 -1.079 -4.269
H: -2.148 -0.467 -1.875
H: -0.989 0.377 -2.626
H: -2.198 -3.084 -4.294
H: -3.210 -2.078 -3.280
C: 3.719 0.848 1.176
P: 2.660 0.130 -0.136
C: 3.343 -1.576 -0.147
C: 4.266 -2.026 -1.085
C: 4.732 -3.335 -1.040
C: 4.281 -4.205 -0.059
C: 3.366 -3.764 0.888
C: 2.901 -2.458 0.841
C: 3.362 0.876 -1.656
C: 4.646 1.408 -1.746
C: 5.109 1.925 -2.948
C: 4.297 1.928 -4.072
C: 3.007 1.422 -3.992
C: 2.550 0.905 -2.791
H: 4.762 0.585 1.002
H: 3.406 0.451 2.139
H: 3.602 1.932 1.192
H: 4.622 -1.350 -1.852
H: 5.455 -3.672 -1.771
H: 4.650 -5.222 -0.022
H: 3.018 -4.438 1.662
H: 2.206 -2.099 1.596
H: 5.294 1.425 -0.879
H: 6.111 2.329 -3.011
H: 4.661 2.334 -5.006
H: 2.360 1.444 -4.860
H: 1.541 0.518 -2.707

## Properties
Largest force on an atom ... 1.524 eV/A
Charge ... +1
E_HOMO ... -9.35 eV
Lowest unoccupied orbital energy ... -1.91 eV
Frontier orbital gap ... 7.4 eV
Energy above the lowest of the compared OMol25 structures with the same formula, charge and spin ... 0.0 kcal per mole

Atom charges from the Löwdin analysis, given in e for atoms 1 to 2: number 1, Pd, carries 0.005; number 2, I, carries 1.023

=====

[2]
ORCA calculation (ωB97M-V/def2-TZVPD) on a molecular structure, C41H46P2Pt.

Positions of all 90 atoms, in Å:
Pt: 0.013 0.097 4.570
C: -2.210 0.025 5.291
C: -2.067 -0.388 3.954
C: -2.528 0.462 2.782
C: -1.429 1.346 2.150
C: -0.347 1.758 3.112
C: -0.606 2.282 4.406
C: -1.975 2.566 4.966
C: -2.638 1.390 5.737
C: 1.978 0.137 4.191
H: -2.260 -0.747 6.064
H: -2.103 -1.471 3.778
H: -3.379 1.088 3.092
H: -2.902 -0.224 2.006
H: -0.962 0.784 1.328
H: -1.884 2.236 1.687
H: 0.608 2.049 2.658
H: 0.220 2.819 4.891
H: -2.642 2.907 4.163
H: -1.867 3.404 5.674
H: -2.383 1.499 6.805
H: -3.738 1.494 5.699
H: 2.445 -0.431 5.009
H: 2.305 1.187 4.205
H: 2.201 -0.311 3.209
P: 0.045 -2.205 -4.679
P: 1.974 0.405 -4.955
C: -0.593 -0.611 -5.271
C: 0.239 0.439 -5.484
C: -0.742 -3.410 -5.829
C: -1.907 -3.136 -6.550
C: -2.504 -4.133 -7.333
C: -1.912 -5.389 -7.451
C: -0.705 -5.646 -6.790
C: -0.118 -4.665 -5.997
C: -0.923 -2.358 -3.118
C: -0.542 -1.493 -2.066
C: -1.248 -1.513 -0.867
C: -2.319 -2.403 -0.701
C: -2.682 -3.274 -1.737
C: -1.990 -3.249 -2.953
C: 2.686 1.151 -6.506
C: 2.647 0.357 -7.670
C: 3.032 0.884 -8.900
C: 3.495 2.202 -8.993
C: 3.590 2.976 -7.832
C: 3.187 2.455 -6.597
C: 2.089 1.821 -3.785
C: 3.243 1.886 -2.969
C: 3.437 2.981 -2.135
C: 2.478 4.000 -2.086
C: 1.309 3.910 -2.845
C: 1.104 2.806 -3.688
H: -1.685 -0.519 -5.372
H: -0.076 1.346 -6.025
H: -2.365 -2.153 -6.498
H: -3.439 -3.924 -7.855
H: -2.377 -6.167 -8.062
H: -0.225 -6.616 -6.897
H: 0.827 -4.858 -5.486
H: 0.295 -0.804 -2.209
H: -0.961 -0.838 -0.056
H: -2.865 -2.420 0.240
H: -3.507 -3.975 -1.606
H: -2.291 -3.907 -3.773
H: 2.292 -0.672 -7.602
H: 2.966 0.269 -9.799
H: 3.781 2.620 -9.957
H: 3.968 3.997 -7.888
H: 3.246 3.076 -5.704
H: 3.974 1.074 -3.011
H: 4.342 3.042 -1.529
H: 2.651 4.873 -1.456
H: 0.555 4.696 -2.795
H: 0.186 2.727 -4.270
C: 0.645 1.247 9.727
C: 0.174 -0.118 9.216
C: 1.069 -1.176 9.849
C: -1.254 -0.365 9.717
C: 0.259 -0.190 7.739
C: 0.277 -0.172 6.517
H: 0.529 1.268 10.818
H: 0.062 2.070 9.303
H: 1.699 1.408 9.480
H: 0.969 -1.115 10.941
H: 0.770 -2.171 9.514
H: 2.112 -1.004 9.573
H: -1.974 0.355 9.316
H: -1.595 -1.370 9.450
H: -1.254 -0.274 10.810

## Properties
<S²> ... 6.026
2S+1 ... 5
Largest force on an atom ... 2.958 eV/A
Charge ... +2
E_HOMO (alpha / beta) ... -11.66 / -12.83 eV
Lowest unoccupied orbital energy (alpha / beta) ... -4.12 / -8.35 eV
Frontier orbital gap (alpha / beta) ... 7.5 / 4.5 eV
Energy above the lowest of the compared OMol25 structures with the same formula, charge and spin ... 0.0 kcal per mole

Atom charges from the Löwdin analysis, given in e for atoms 1 to 2: number 1, Pt, carries 1.287; number 2, C, carries -0.197

=====

[3]
ORCA calculation (ωB97M-V/def2-TZVPD) on a molecular structure, C41H47As2FeS4.

Positions of all 95 atoms, in Å:
Fe: -0.377 -1.151 0.487
C: -0.006 -4.270 1.579
C: 1.279 -3.580 2.004
S: 1.122 -1.789 2.256
C: 0.171 -1.720 3.825
C: -1.184 -1.036 3.692
S: -1.897 -1.610 2.140
C: -3.419 -0.678 1.912
C: -3.795 -0.696 0.418
S: -2.496 -1.130 -0.791
C: -2.772 -2.874 -1.203
C: -2.235 -3.872 -0.190
S: -0.475 -3.518 0.007
H: -0.809 -4.150 2.306
H: 0.177 -5.335 1.433
H: 2.045 -3.682 1.231
H: 1.690 -4.013 2.916
H: 0.786 -1.177 4.541
H: 0.072 -2.747 4.174
H: -1.079 0.047 3.658
H: -1.830 -1.305 4.527
H: -3.273 0.340 2.270
H: -4.202 -1.144 2.508
H: -4.106 0.305 0.121
H: -4.639 -1.356 0.221
H: -2.250 -2.987 -2.159
H: -3.833 -3.033 -1.395
H: -2.350 -4.885 -0.576
H: -2.734 -3.804 0.776
C: 1.515 1.747 -0.978
C: 1.921 0.642 -1.938
As: 1.339 -1.131 -1.324
C: 0.436 -1.917 -2.848
C: 0.523 -3.279 -3.135
C: -0.240 -3.825 -4.157
C: -1.102 -3.022 -4.894
C: -1.189 -1.666 -4.615
C: -0.420 -1.115 -3.597
C: 3.040 -2.046 -1.229
C: 3.614 -2.559 -2.391
C: 4.889 -3.103 -2.353
C: 5.603 -3.129 -1.163
C: 5.048 -2.593 -0.011
C: 3.771 -2.048 -0.044
As: -0.403 1.695 -0.607
C: -0.639 3.376 0.333
C: -1.937 3.867 0.454
C: -2.173 5.073 1.094
C: -1.108 5.800 1.615
C: 0.186 5.322 1.482
C: 0.423 4.112 0.839
C: -1.120 2.296 -2.318
C: -2.255 1.732 -2.891
C: -2.766 2.238 -4.080
C: -2.144 3.309 -4.703
C: -1.019 3.886 -4.128
C: -0.513 3.387 -2.937
H: 1.790 2.721 -1.382
H: 2.019 1.638 -0.014
H: 3.006 0.582 -2.025
H: 1.519 0.799 -2.940
H: 1.187 -3.920 -2.569
H: -0.154 -4.880 -4.384
H: -1.690 -3.452 -5.694
H: -1.843 -1.026 -5.194
H: -0.494 -0.052 -3.408
H: 3.077 -2.533 -3.331
H: 5.328 -3.500 -3.258
H: 6.598 -3.553 -1.138
H: 5.611 -2.587 0.913
H: 3.371 -1.595 0.855
H: -2.772 3.319 0.028
H: -3.182 5.453 1.177
H: -1.288 6.744 2.111
H: 1.018 5.891 1.874
H: 1.444 3.761 0.755
H: -2.750 0.894 -2.417
H: -3.653 1.798 -4.516
H: -2.540 3.703 -5.629
H: -0.541 4.733 -4.601
H: 0.343 3.872 -2.484
C: -1.292 1.970 3.534
C: 0.081 2.112 3.771
C: 1.055 1.486 2.953
C: 2.404 1.626 3.216
C: 2.838 2.408 4.284
C: 1.900 3.042 5.098
C: 0.552 2.894 4.854
H: -1.637 1.429 2.662
H: -2.027 2.466 4.151
H: 0.777 0.868 2.099
H: 3.131 1.132 2.582
H: 3.896 2.523 4.480
H: 2.233 3.648 5.929
H: -0.171 3.388 5.492

## Properties
<S²> ... 0.789
2S+1 ... 2
Largest force on an atom ... 1.460 eV/A
Charge ... +2
E_HOMO (alpha / beta) ... -11.94 / -13.23 eV
Lowest unoccupied orbital energy (alpha / beta) ... -5.25 / -5.27 eV
Frontier orbital gap (alpha / beta) ... 6.7 / 8.0 eV
Energy above the lowest of the compared OMol25 structures with the same formula, charge and spin ... 24.0 kcal per mole

Atom charges from the Löwdin analysis, given in e for atoms 1 to 2: number 1, Fe, carries -0.329; number 2, C, carries -0.449

=====

[4]
ORCA calculation (ωB97M-V/def2-TZVPD) on 9 unconnected molecules or ions with the total composition C41H47Br2N7O.

Positions of all 98 atoms, in Å:
Br: -8.288 31.787 -12.863
C: -9.623 30.273 -13.129
C: -9.103 29.207 -14.125
Br: -10.416 27.649 -14.120
H: -10.569 30.717 -13.440
H: -9.708 29.843 -12.131
H: -8.084 28.947 -13.840
H: -9.015 29.625 -15.128
N: -10.734 27.226 -18.362
C: -10.363 26.278 -19.262
C: -9.046 25.743 -19.236
C: -8.151 26.132 -18.250
C: -8.551 27.104 -17.292
C: -9.815 27.629 -17.434
H: -10.963 25.847 -20.049
H: -8.699 24.953 -19.886
H: -7.175 25.677 -18.172
H: -7.869 27.333 -16.487
H: -10.004 28.519 -16.853
N: -13.471 24.160 -14.379
C: -14.727 23.985 -13.843
C: -15.067 24.504 -12.556
C: -14.065 25.099 -11.744
C: -12.803 25.225 -12.255
C: -12.559 24.847 -13.604
H: -15.502 23.460 -14.380
H: -16.031 24.332 -12.100
H: -14.302 25.452 -10.751
H: -11.928 25.552 -11.712
H: -11.574 25.043 -14.001
N: -12.120 30.118 -11.214
C: -12.249 31.444 -11.078
C: -13.325 32.049 -10.444
C: -14.356 31.182 -10.099
C: -14.306 29.804 -10.254
C: -13.142 29.300 -10.787
H: -11.496 32.196 -11.263
H: -13.529 33.106 -10.351
H: -15.248 31.633 -9.691
H: -15.071 29.125 -9.908
H: -13.111 28.232 -10.942
N: -7.317 30.245 -16.777
C: -7.715 31.535 -16.837
C: -6.971 32.636 -16.438
C: -5.684 32.304 -15.913
C: -5.227 31.031 -15.865
C: -6.063 30.015 -16.320
H: -8.738 31.733 -17.119
H: -7.286 33.669 -16.456
H: -5.024 33.103 -15.609
H: -4.197 30.794 -15.644
H: -5.751 28.983 -16.383
N: -4.766 27.118 -15.045
C: -5.863 26.472 -14.593
C: -6.411 26.815 -13.373
C: -5.663 27.675 -12.426
C: -4.495 28.266 -12.907
C: -4.052 27.906 -14.203
H: -6.425 25.823 -15.249
H: -7.318 26.338 -13.033
H: -6.084 28.009 -11.489
H: -3.888 28.902 -12.280
H: -3.059 28.129 -14.564
N: -15.567 30.824 -13.654
C: -16.288 29.897 -13.024
C: -16.040 28.558 -12.934
C: -14.874 28.085 -13.542
C: -14.012 28.943 -14.207
C: -14.401 30.277 -14.196
H: -17.197 30.202 -12.527
H: -16.770 27.914 -12.467
H: -14.573 27.048 -13.523
H: -13.170 28.605 -14.794
H: -13.872 31.036 -14.753
N: -4.399 32.478 -11.350
C: -3.579 32.978 -10.405
C: -3.089 32.179 -9.340
C: -3.543 30.867 -9.156
C: -4.529 30.405 -10.054
C: -4.910 31.208 -11.163
H: -3.111 33.941 -10.550
H: -2.405 32.636 -8.641
H: -3.201 30.217 -8.364
H: -5.006 29.441 -9.958
H: -5.741 30.875 -11.766
C: -9.048 27.727 -8.226
C: -8.849 28.510 -9.558
C: -9.454 27.516 -10.581
O: -9.096 26.264 -9.970
C: -8.615 26.340 -8.633
H: -10.095 27.711 -7.925
H: -8.509 28.208 -7.409
H: -7.794 28.617 -9.809
H: -9.266 29.517 -9.587
H: -8.906 27.653 -11.513
H: -10.517 27.752 -10.631
H: -7.553 26.146 -8.485
H: -9.106 25.557 -8.054

## Properties
<S²> ... 0.755
2S+1 ... 2
Largest force on an atom ... 5.016 eV/A
Charge ... -1
E_HOMO (alpha / beta) ... -0.26 / -5.82 eV
Lowest unoccupied orbital energy (alpha / beta) ... 2.33 / 2.32 eV
Frontier orbital gap (alpha / beta) ... 2.6 / 8.1 eV

Atom charges from the Löwdin analysis, given in e for atoms 1 to 2: number 1, Br, carries 0.418; number 2, C, carries -0.676

=====

[5]
ORCA calculation (ωB97M-V/def2-TZVPD) on a molecular structure, C41H47ClGe2IN4O4Ti.

Positions of all 101 atoms, in Å:
Ti: 14.940 11.064 11.506
O: 7.473 10.122 11.842
C: 8.486 9.431 12.464
O: 8.406 8.275 12.839
C: 9.750 10.221 12.715
C: 10.505 9.767 13.770
C: 11.721 10.346 14.148
C: 12.231 11.361 13.330
C: 11.368 12.019 12.460
C: 10.160 11.419 12.073
N: 13.598 11.531 13.251
C: 14.286 11.547 14.441
C: 15.582 11.031 14.584
C: 16.224 10.773 15.855
C: 17.456 10.201 15.839
C: 18.162 10.105 14.621
C: 17.457 10.294 13.408
N: 16.148 10.637 13.372
H: 7.672 11.099 11.920
H: 10.148 8.969 14.413
H: 12.251 9.855 14.985
H: 11.676 13.017 12.129
H: 9.609 11.874 11.281
H: 13.697 11.757 15.370
H: 15.672 10.967 16.785
H: 17.849 9.795 16.745
H: 19.200 9.740 14.578
H: 17.902 10.162 12.442
C: 18.061 7.147 12.112
C: 17.104 7.238 10.950
Ge: 16.491 8.940 10.226
C: 15.658 8.034 8.612
C: 16.461 7.194 7.599
C: 18.226 9.715 9.503
C: 18.138 10.743 8.598
Ge: 16.741 11.996 9.191
C: 17.809 13.741 9.394
C: 18.817 13.727 10.564
C: 15.594 12.327 7.527
C: 16.346 12.167 6.223
C: 19.091 10.748 7.472
C: 19.580 9.556 6.870
C: 20.558 9.551 5.842
C: 21.092 10.732 5.291
C: 20.695 11.939 5.890
C: 19.696 11.989 6.929
H: 18.153 8.059 12.627
H: 19.118 6.906 11.748
H: 17.776 6.405 12.845
H: 16.180 6.687 11.304
H: 17.367 6.605 10.078
H: 15.284 8.925 8.069
H: 14.874 7.439 9.033
H: 16.690 7.681 6.658
H: 15.941 6.309 7.327
H: 17.426 6.817 8.049
H: 19.193 9.385 9.899
H: 17.110 14.572 9.684
H: 18.254 14.036 8.455
H: 19.097 12.721 10.865
H: 18.350 14.160 11.462
H: 19.784 14.318 10.384
H: 15.157 13.323 7.716
H: 14.772 11.611 7.645
H: 17.208 12.838 6.102
H: 15.676 12.255 5.409
H: 16.767 11.150 6.057
H: 19.161 8.517 7.140
H: 20.703 8.506 5.472
H: 21.745 10.729 4.410
H: 21.017 12.895 5.575
H: 19.519 12.896 7.500
Cl: 12.255 17.271 10.033
C: 12.959 16.005 10.848
C: 13.722 16.177 11.979
C: 14.693 15.206 12.301
I: 15.992 15.468 13.852
C: 14.692 13.943 11.630
O: 15.599 13.010 11.787
C: 13.690 13.710 10.674
N: 13.618 12.393 10.244
C: 12.562 11.996 9.405
C: 11.673 12.971 8.951
C: 11.785 14.288 9.277
C: 12.726 14.714 10.303
H: 13.589 16.991 12.608
H: 12.534 10.949 9.130
H: 10.768 12.660 8.405
H: 11.151 15.028 8.829
C: 11.666 7.589 10.167
N: 12.194 7.705 11.549
C: 11.576 6.826 12.513
C: 13.163 8.533 11.956
O: 13.532 9.591 11.330
H: 10.573 7.642 10.269
H: 11.822 6.529 9.856
H: 12.223 8.208 9.432
H: 11.705 5.808 12.187
H: 10.488 6.961 12.679
H: 12.068 6.877 13.515
H: 13.804 8.186 12.806

## Properties
<S²> ... 2.119
2S+1 ... 3
Largest force on an atom ... 4.199 eV/A
Charge ... +1
E_HOMO (alpha / beta) ... -8.97 / -9.74 eV
Lowest unoccupied orbital energy (alpha / beta) ... -4.17 / -4.78 eV
Frontier orbital gap (alpha / beta) ... 4.8 / 5.0 eV
Energy above the lowest of the compared OMol25 structures with the same formula, charge and spin ... 56.7 kcal per mole

Atom charges from the Löwdin analysis, given in e for atoms 1 to 2: number 1, Ti, carries 0.950; number 2, O, carries 0.098